*P*
Here is a 2-piece molecular cluster, C2H3N2O2 overall from the Open Molecules 2025 dataset. Energies are from wB97M-V/def2-TZVPD.

Structure (XYZ):
```
9
Properties=species:S:1:pos:R:3:mulliken_charge:R:1
C 2.4570 0.5718 3.0604 0.526
C 1.7679 -0.3595 2.3832 0.078
N 3.1218 1.4381 3.4731 0.568
N 1.1309 -1.0957 1.7598 -0.647
O 3.7346 2.3177 3.9142 -0.527
O -0.5910 -0.2996 -0.8713 -0.422
H -1.4864 0.0468 -0.6742 0.467
H -0.0270 0.3591 -1.3286 0.467
H -0.1428 -0.6736 -0.0523 0.490
```

The total charge is +1. The calculation puts the orbital gap at 0.3385 Ha. For the LUMO energy, the calculation gives -0.1831 hartree. As for the HOMO energy: -14.195 eV. As for the spin multiplicity: 1.

---

*Q*
Here is an isolated ion of composition C2H3N2O2 and charge +1 from the Open Molecules 2025 dataset. Energies are from wB97M-V/def2-TZVPD.

Structure (XYZ):
```
9
Properties=species:S:1:pos:R:3:mulliken_charge:R:1
H 1.4222 -2.0464 -0.3764 0.324
N 0.8648 -1.4333 0.2350 -0.293
N 0.9484 -0.2537 0.1760 0.619
O 1.1752 0.7641 -0.6808 -0.245
C 0.1248 0.8275 0.3146 0.099
C -1.2862 0.3203 -0.1557 0.079
O -1.4146 -0.8429 -0.3303 -0.340
H 0.2136 1.5666 1.1046 0.388
H -2.0482 1.0976 -0.2870 0.369
```

The total charge is +1. The calculation puts the orbital gap at 0.3429 Ha. For the LUMO energy, the calculation gives -0.2479 hartree. As for the structure (SMILES): [H]/N=[N+]1\O[C@H]1C=O. As for the HOMO energy: -16.076 eV. As for the spin multiplicity: 1.

---

Most stable: *P*